Density functional theory data (ωB97M-V with the def2-TZVPD basis set) for 10 unconnected molecules or ions with the total composition C52H96BrFN2O12S9.

Positions of all 173 atoms, in Å:
1 C -2.37 1.77 -4.39
2 C -2.05 2.27 -2.98
3 C -1.92 1.08 -2.01
4 C -3.35 0.55 -1.73
5 C -1.20 1.39 -0.67
6 C -1.83 2.67 -0.10
7 C -1.16 4.01 -0.41
8 C -2.08 5.19 -0.20
9 O -1.97 6.20 -0.84
10 N -3.12 5.02 0.78
11 C -4.27 5.83 0.54
12 C -5.07 5.54 -0.57
13 C -6.21 6.30 -0.83
14 C -6.56 7.35 0.01
15 C -5.76 7.65 1.11
16 C -4.61 6.89 1.37
17 O -1.49 0.44 0.40
18 C -1.45 -0.94 0.39
19 Br -0.28 -1.34 2.01
20 C -0.77 -1.69 -0.78
21 C -1.62 -2.68 -1.57
22 O -2.01 -3.71 -1.08
23 C -1.89 -2.42 -3.01
24 C -0.92 -1.92 -3.88
25 C -1.22 -1.72 -5.22
26 C -2.51 -1.99 -5.70
27 C -3.47 -2.49 -4.84
28 C -3.17 -2.71 -3.50
29 C -2.85 -1.50 0.76
30 C -2.91 -2.76 1.59
31 F -3.49 -0.50 1.50
32 C 0.34 1.45 -0.80
33 N 0.81 2.21 -1.95
34 C 1.02 1.84 0.55
35 C 2.42 2.31 0.33
36 C 3.45 1.39 0.14
37 C 4.74 1.84 -0.05
38 C 5.05 3.20 -0.06
39 C 4.04 4.14 0.14
40 C 4.32 5.61 0.17
41 C 2.74 3.67 0.33
42 H -3.35 1.30 -4.46
43 H -1.62 1.05 -4.68
44 H -2.30 2.59 -5.10
45 H -1.13 2.83 -3.06
46 H -2.88 2.89 -2.65
47 H -1.41 0.30 -2.58
48 H -3.42 -0.53 -1.86
49 H -4.08 1.02 -2.38
50 H -3.64 0.77 -0.71
51 H -1.89 2.56 0.98
52 H -2.86 2.74 -0.42
53 H -0.86 4.12 -1.44
54 H -0.29 4.21 0.21
55 H -2.72 5.32 1.67
56 H -4.81 4.72 -1.22
57 H -6.83 6.07 -1.68
58 H -7.45 7.93 -0.19
59 H -6.01 8.46 1.77
60 H -3.98 7.14 2.21
61 H 0.04 -2.29 -0.39
62 H -0.33 -1.02 -1.50
63 H 0.07 -1.70 -3.50
64 H -0.47 -1.33 -5.89
65 H -2.73 -1.80 -6.74
66 H -4.46 -2.71 -5.21
67 H -3.94 -3.09 -2.84
68 H -3.44 -1.60 -0.15
69 H -2.16 -3.48 1.32
70 H -3.87 -3.24 1.39
71 H -2.88 -2.52 2.64
72 H 0.70 0.44 -0.96
73 H 1.11 3.14 -1.72
74 H 1.55 1.73 -2.44
75 H 0.44 2.55 1.13
76 H 1.06 0.94 1.15
77 H 3.24 0.33 0.17
78 H 5.54 1.13 -0.18
79 H 6.07 3.52 -0.19
80 H 5.38 5.83 0.11
81 H 3.78 6.09 -0.64
82 H 3.90 6.03 1.09
83 H 1.95 4.40 0.51
84 C -6.23 -3.24 -8.05
85 S -5.26 -1.87 -8.68
86 O -6.12 -1.08 -9.60
87 C -4.17 -2.86 -9.71
88 H -7.00 -2.83 -7.41
89 H -6.69 -3.78 -8.88
90 H -5.58 -3.89 -7.47
91 H -4.77 -3.41 -10.44
92 H -3.61 -3.55 -9.08
93 H -3.49 -2.19 -10.22
94 C 1.87 -2.74 4.61
95 S 2.84 -1.32 5.11
96 O 3.04 -0.47 3.91
97 C 4.36 -2.22 5.40
98 H 0.86 -2.41 4.36
99 H 2.34 -3.21 3.74
100 H 1.81 -3.45 5.44
101 H 4.68 -2.72 4.49
102 H 4.21 -2.95 6.20
103 H 5.13 -1.50 5.71
104 C -1.70 8.10 -3.43
105 S -1.73 9.87 -3.13
106 O -2.53 10.48 -4.22
107 C 0.00 10.14 -3.55
108 H -2.70 7.72 -3.26
109 H -1.39 7.91 -4.46
110 H -1.02 7.62 -2.72
111 H 0.19 9.81 -4.57
112 H 0.63 9.61 -2.84
113 H 0.19 11.21 -3.47
114 C -3.08 -4.91 5.43
115 S -2.04 -3.57 5.98
116 O -1.38 -2.99 4.78
117 C -0.82 -4.62 6.79
118 H -3.90 -4.48 4.85
119 H -2.50 -5.58 4.80
120 H -3.47 -5.44 6.30
121 H -0.40 -5.31 6.06
122 H -1.30 -5.16 7.60
123 H -0.04 -3.97 7.18
124 C 8.76 9.21 -0.85
125 S 7.76 7.75 -1.13
126 O 7.50 7.15 0.21
127 C 9.06 6.77 -1.89
128 H 8.14 9.94 -0.33
129 H 9.62 8.95 -0.23
130 H 9.08 9.62 -1.81
131 H 9.90 6.68 -1.20
132 H 9.37 7.25 -2.82
133 H 8.65 5.79 -2.11
134 C 6.50 -6.40 4.37
135 S 7.55 -5.99 5.77
136 O 6.79 -5.04 6.62
137 C 8.72 -5.01 4.83
138 H 5.65 -6.97 4.75
139 H 6.15 -5.47 3.91
140 H 7.06 -7.00 3.66
141 H 8.20 -4.19 4.34
142 H 9.23 -5.64 4.10
143 H 9.46 -4.61 5.53
144 C -5.72 -8.88 8.29
145 S -4.67 -7.52 8.82
146 O -4.03 -6.97 7.59
147 C -3.44 -8.53 9.64
148 H -6.53 -8.46 7.71
149 H -5.14 -9.56 7.67
150 H -6.11 -9.39 9.16
151 H -3.01 -9.24 8.93
152 H -3.90 -9.05 10.48
153 H -2.66 -7.87 10.01
154 C -4.18 -6.08 -3.34
155 S -4.61 -6.47 -5.04
156 O -5.16 -5.23 -5.64
157 C -6.01 -7.52 -4.65
158 H -3.34 -5.39 -3.36
159 H -5.03 -5.62 -2.85
160 H -3.89 -7.00 -2.82
161 H -6.74 -6.95 -4.07
162 H -5.67 -8.39 -4.09
163 H -6.46 -7.84 -5.59
164 C 8.42 -0.05 2.23
165 S 8.05 -1.71 1.65
166 O 7.89 -2.54 2.88
167 C 9.69 -2.06 1.00
168 H 7.53 0.34 2.72
169 H 9.25 -0.08 2.93
170 H 8.67 0.58 1.37
171 H 10.43 -1.94 1.80
172 H 9.90 -1.37 0.18
173 H 9.69 -3.08 0.64

The orbital gap is 8.48 eV. As for the LUMO energy: 0.323 eV. Its largest force on an atom is 0.0148 hartree/bohr.


Density functional theory data (ωB97M-V with the def2-TZVPD basis set) for C4H5NO2 in the gas phase.

Positions of all 12 atoms, in Å:
1 C 0.86 -1.24 0.29
2 C 0.02 0.00 0.06
3 C -1.09 -0.06 -0.95
4 O -1.64 0.94 -1.34
5 N 0.72 1.32 0.13
6 C -0.32 1.15 0.97
7 O -1.08 1.66 1.74
8 H 1.85 -1.11 -0.16
9 H 1.01 -1.44 1.35
10 H 0.40 -2.12 -0.15
11 H -1.41 -1.07 -1.29
12 H 0.69 1.96 -0.65

The orbital gap is 10.15 eV. As for the LUMO energy: 0.226 eV. The relative energy (zero: lowest compared OMol25 entry of this formula, charge and spin) comes out at 200.61 kJ/mol. Its largest force on an atom is 0.0153 hartree/bohr. Its SMILES is C[C@]1(C=O)NC1=O.


Density functional theory data (ωB97M-V with the def2-TZVPD basis set) for a molecular structure, C39H44I2N11OSTl.

Positions of all 99 atoms, in Å:
1 Tl 0.11 0.45 0.37
2 I 5.84 4.46 3.83
3 C 4.53 3.53 2.51
4 C 5.00 2.99 1.32
5 C 4.12 2.38 0.46
6 I 4.87 1.63 -1.33
7 C 2.73 2.26 0.72
8 O 1.94 1.66 -0.16
9 C 2.28 2.84 1.93
10 C 0.86 2.80 2.43
11 N -0.19 2.71 1.39
12 C -0.13 3.82 0.45
13 C -0.39 3.47 -1.01
14 C -0.52 4.53 -1.90
15 C -0.67 4.27 -3.25
16 C -0.69 2.95 -3.67
17 C -0.57 1.96 -2.71
18 N -0.44 2.21 -1.41
19 C 3.18 3.46 2.79
20 H 6.05 3.05 1.07
21 H 0.71 1.95 3.10
22 H 0.70 3.71 3.03
23 H -1.09 2.71 1.87
24 H -0.82 4.62 0.74
25 H 0.87 4.25 0.49
26 H -0.48 5.55 -1.53
27 H -0.76 5.08 -3.96
28 H -0.78 2.69 -4.71
29 H -0.57 0.92 -3.01
30 H 2.81 3.91 3.71
31 C -5.90 0.19 -0.17
32 N -4.58 0.81 -0.24
33 C -4.51 2.24 -0.54
34 C -3.45 0.15 0.12
35 N -2.30 0.74 0.31
36 N -3.62 -1.22 0.24
37 C -2.62 -2.18 0.45
38 N -2.99 -3.42 0.01
39 N -1.53 -1.88 1.03
40 H -6.66 0.96 -0.22
41 H -6.04 -0.35 0.77
42 H -6.08 -0.49 -1.02
43 H -5.43 2.54 -1.02
44 H -3.70 2.45 -1.24
45 H -4.37 2.84 0.37
46 H -2.41 1.73 0.12
47 H -4.52 -1.57 -0.02
48 H -3.68 -3.54 -0.71
49 H -2.35 -4.18 0.16
50 H -0.85 -2.64 0.97
51 N 5.16 -5.69 -1.90
52 C 4.20 -5.36 -1.36
53 C 3.01 -4.89 -0.71
54 C 3.06 -4.29 0.54
55 C 1.89 -3.79 1.08
56 N 0.72 -3.84 0.45
57 C 0.67 -4.44 -0.74
58 C 1.78 -4.98 -1.36
59 H 4.00 -4.21 1.08
60 H 1.91 -3.30 2.05
61 H -0.29 -4.46 -1.24
62 H 1.69 -5.45 -2.33
63 C -2.43 -1.28 5.29
64 N -1.12 -1.62 4.67
65 C -1.15 -2.97 4.03
66 C -0.65 -0.54 3.72
67 C 0.79 -0.72 3.34
68 C 1.71 -1.09 4.33
69 C 3.05 -1.25 4.05
70 C 3.50 -1.01 2.76
71 C 2.60 -0.59 1.78
72 C 1.24 -0.45 2.04
73 H -2.72 -2.08 5.96
74 H -3.16 -1.17 4.49
75 H -2.33 -0.34 5.83
76 H -0.42 -1.67 5.41
77 H -1.93 -2.97 3.28
78 H -1.36 -3.71 4.80
79 H -0.19 -3.16 3.57
80 H -0.82 0.40 4.25
81 H -1.30 -0.60 2.84
82 H 1.39 -1.22 5.36
83 H 3.74 -1.54 4.83
84 H 4.55 -1.10 2.51
85 H 2.99 -0.35 0.81
86 S -0.97 -2.33 -3.52
87 C -1.08 -1.34 -2.13
88 N 0.04 -0.98 -1.58
89 C 1.13 -1.51 -2.29
90 C 2.47 -1.30 -1.99
91 C 3.41 -1.90 -2.80
92 C 3.04 -2.69 -3.89
93 C 1.71 -2.88 -4.22
94 C 0.76 -2.28 -3.39
95 H -2.04 -1.00 -1.77
96 H 2.76 -0.63 -1.20
97 H 4.47 -1.74 -2.59
98 H 3.81 -3.15 -4.51
99 H 1.42 -3.47 -5.08

The orbital gap is 6.77 eV. As for the LUMO energy: -4.511 eV. Its charge is +2. The relative energy (zero: lowest compared OMol25 entry of this formula, charge and spin) comes out at 114.45 kJ/mol. Its largest force on an atom is 0.0057 hartree/bohr.


Density functional theory data (ωB97M-V with the def2-TZVPD basis set) for a molecular structure, C19H44Cl3N4O12SZn in a non-equilibrium geometry.

Positions of all 84 atoms, in Å:
1 Zn 1.95 1.11 -1.62
2 C 1.59 -1.28 1.49
3 C 1.57 -0.28 0.36
4 O 1.16 -0.65 -0.80
5 O 2.02 0.88 0.51
6 H 2.59 -1.69 1.57
7 H 0.90 -2.10 1.35
8 H 1.35 -0.72 2.39
9 S 4.35 1.86 -2.13
10 O 4.75 2.17 -3.50
11 O 3.80 0.45 -2.05
12 O 5.42 2.19 -1.18
13 O 3.11 2.64 -1.76
14 O -3.13 -0.75 -3.37
15 C -1.99 -1.06 -2.99
16 N -1.58 -0.84 -1.72
17 C -1.09 -1.94 -3.82
18 H -0.68 -1.22 -1.44
19 H -2.10 -0.21 -1.14
20 H -1.40 -2.97 -3.65
21 H -0.06 -1.77 -3.50
22 H -1.22 -1.71 -4.88
23 O 7.98 -1.00 1.37
24 C 7.13 -0.33 0.78
25 N 7.44 0.68 -0.08
26 C 5.63 -0.59 0.90
27 H 8.44 0.79 -0.09
28 H 6.71 1.21 -0.59
29 H 5.38 -0.89 1.91
30 H 5.34 -1.34 0.16
31 H 5.08 0.32 0.65
32 C -0.20 -4.67 -0.04
33 Cl 0.36 -4.14 -1.63
34 Cl 1.20 -5.29 0.88
35 Cl -1.40 -5.96 -0.16
36 H -0.61 -3.84 0.52
37 C 2.04 0.06 -4.66
38 O 1.30 0.70 -3.62
39 C 0.34 1.65 -4.08
40 C 0.17 2.70 -2.99
41 N 0.09 2.16 -1.64
42 C -0.19 3.18 -0.63
43 C -1.65 3.31 -0.21
44 O -2.27 2.04 -0.22
45 C -3.63 2.11 0.11
46 H 1.38 -0.69 -5.09
47 H 2.95 -0.29 -4.19
48 H 2.33 0.72 -5.48
49 H -0.59 1.08 -4.19
50 H 0.49 2.13 -5.05
51 H -0.71 3.31 -3.29
52 H 0.93 3.48 -2.97
53 H -0.67 1.50 -1.47
54 H 0.27 4.14 -0.89
55 H 0.36 3.04 0.30
56 H -2.29 3.99 -0.78
57 H -1.69 3.62 0.84
58 H -4.09 2.96 -0.40
59 H -3.75 2.15 1.20
60 H -4.11 1.20 -0.24
61 C -1.51 2.36 5.71
62 O -2.72 1.68 5.92
63 C -2.72 0.33 5.47
64 C -2.34 0.12 4.01
65 N -2.79 -1.21 3.66
66 C -2.66 -1.48 2.24
67 C -3.00 -2.93 1.91
68 O -3.03 -3.15 0.51
69 C -4.26 -2.83 -0.12
70 H -1.22 2.98 6.56
71 H -1.58 3.04 4.85
72 H -0.66 1.69 5.52
73 H -3.70 -0.09 5.71
74 H -1.97 -0.19 6.09
75 H -1.26 0.15 3.96
76 H -2.82 0.87 3.36
77 H -3.73 -1.45 3.96
78 H -1.64 -1.32 1.91
79 H -3.33 -0.82 1.67
80 H -3.94 -3.26 2.39
81 H -2.20 -3.56 2.30
82 H -5.02 -3.47 0.35
83 H -4.14 -2.97 -1.18
84 H -4.54 -1.82 0.17

The orbital gap is 7.66 eV. As for the LUMO energy: 1.924 eV. Its charge is -1. Its largest force on an atom is 0.0406 hartree/bohr.


Density functional theory data (ωB97M-V with the def2-TZVPD basis set) for a molecular structure, C31H35AsKN10O7 in a non-equilibrium geometry.

Positions of all 85 atoms, in Å:
1 K -0.47 0.44 0.65
2 N 3.52 -1.45 -2.50
3 C 2.44 -0.86 -1.92
4 N 2.08 -1.02 -0.71
5 C 2.84 -1.86 0.12
6 N 2.46 -2.19 1.29
7 N 1.38 -1.73 1.90
8 C 0.30 -2.37 2.03
9 C -0.79 -1.85 2.87
10 C -1.79 -2.72 3.30
11 C -2.82 -2.22 4.08
12 C -2.83 -0.87 4.38
13 C -1.80 -0.08 3.89
14 N -0.80 -0.55 3.17
15 C 4.14 -2.35 -0.38
16 C 5.07 -3.02 0.42
17 C 6.26 -3.48 -0.11
18 C 6.54 -3.29 -1.46
19 C 5.63 -2.63 -2.27
20 C 4.44 -2.15 -1.73
21 H 3.74 -1.28 -3.47
22 H 1.84 -0.21 -2.55
23 H 0.11 -3.32 1.52
24 H -1.76 -3.76 3.00
25 H -3.61 -2.88 4.42
26 H -3.63 -0.44 4.97
27 H -1.81 0.99 4.06
28 H 4.82 -3.17 1.47
29 H 6.98 -3.98 0.52
30 H 7.46 -3.65 -1.88
31 H 5.83 -2.48 -3.32
32 O -3.01 1.83 1.69
33 C -2.94 1.21 0.61
34 O -2.22 1.51 -0.38
35 C -3.76 -0.08 0.53
36 C -5.12 -0.01 0.59
37 C -5.90 -1.19 0.54
38 C -5.29 -2.42 0.50
39 C -3.90 -2.52 0.47
40 C -3.05 -1.34 0.42
41 O -1.81 -1.38 0.31
42 N -3.36 -3.85 0.47
43 O -2.16 -4.02 0.31
44 O -4.14 -4.80 0.59
45 N -7.33 -1.11 0.56
46 O -7.85 0.00 0.61
47 O -7.98 -2.15 0.52
48 H -5.62 0.94 0.67
49 H -5.89 -3.32 0.50
50 C -2.94 -0.42 -2.69
51 As -1.03 -0.25 -2.34
52 C -0.76 1.19 -3.68
53 C -0.57 -1.75 -3.58
54 H -3.13 -0.46 -3.77
55 H -3.45 0.43 -2.26
56 H -3.32 -1.33 -2.23
57 H -1.28 0.97 -4.61
58 H 0.30 1.35 -3.90
59 H -1.17 2.11 -3.25
60 H -1.05 -1.61 -4.55
61 H -0.95 -2.67 -3.13
62 H 0.50 -1.87 -3.73
63 C 4.04 3.55 -0.87
64 C 3.94 2.28 -0.04
65 N 2.54 1.99 0.17
66 C 1.67 2.98 0.62
67 N 0.70 2.63 1.36
68 C -0.32 3.61 1.71
69 C -0.40 4.73 0.68
70 C 0.99 5.31 0.48
71 N 1.91 4.25 0.10
72 C 3.27 4.66 -0.17
73 H 3.59 3.37 -1.85
74 H 5.08 3.84 -1.01
75 H 4.49 2.42 0.90
76 H 4.39 1.43 -0.56
77 H 2.34 1.11 0.63
78 H -0.09 4.02 2.70
79 H -1.28 3.10 1.78
80 H -1.09 5.50 1.00
81 H -0.75 4.30 -0.26
82 H 1.33 5.81 1.40
83 H 0.99 6.06 -0.32
84 H 3.79 4.94 0.76
85 H 3.24 5.55 -0.80

The orbital gap is 6.62 eV. As for the LUMO energy: 1.809 eV. Its charge is -1. The relative energy (zero: lowest compared OMol25 entry of this formula, charge and spin) comes out at 154.59 kJ/mol. Its largest force on an atom is 0.0565 hartree/bohr.


| no. | DFT total energy (eV) |
| --- | --- |
| 1 | -253301.277 |
| 2 | -9812.236 |
| 3 | -91312.817 |
| 4 | -147771.472 |
| 5 | -139110.120 |